This record from OMol25 describes a cluster of 10 separate species, C40H70N10 in total at a distorted geometry. The level of theory is ωB97M-V/def2-TZVPD.

Values from the calculation:
**Molar mass**: 691.07 Da
**E_LUMO (spin up / spin down)**: 2.0 / 1.9 eV
**E_tot**: -57512.80607 eV
**E_HOMO (spin up / spin down)**: 0.2 / -9.3 eV
**Max |F|**: 5.3 eV/Å
**Spin multiplicity**: 2
**Charge**: -1
**HOMO-LUMO gap (spin up / spin down)**: 0.064 / 0.411 Eh

XYZ file:
```
120
Properties=species:S:1:pos:R:3:forces:R:3:lowdin_spin:R:1
C 0.804 0.369 3.948 0.48 0.00 1.22 0.004
C 1.149 1.704 4.700 -0.42 -1.18 -0.54 0.004
C 0.309 1.885 5.985 -0.19 -0.94 -0.27 0.002
C 0.261 0.688 6.881 0.53 -3.40 2.98 0.002
N 0.245 -0.237 7.641 -0.02 4.08 -3.41 0.001
H -0.245 0.169 3.731 -0.20 0.80 -0.38 0.001
H 0.984 -0.450 4.644 0.54 -0.17 0.02 0.001
H 1.428 0.217 3.067 -0.16 0.11 0.02 0.002
H 0.996 2.525 3.999 -0.22 0.27 0.27 0.001
H 2.209 1.720 4.955 0.02 -0.18 -0.03 0.003
H -0.732 1.983 5.676 -0.10 0.54 0.12 0.000
H 0.652 2.735 6.575 -0.24 0.04 -0.04 0.001
C -3.865 4.713 3.253 0.22 0.13 0.26 0.003
C -2.409 4.192 3.160 -1.18 0.33 -0.86 0.002
C -2.415 2.681 3.311 0.39 -0.98 0.86 0.001
C -3.219 1.931 2.318 -1.22 -0.68 -1.86 0.005
N -3.852 1.369 1.505 1.58 1.28 2.07 0.002
H -4.474 4.427 2.395 0.24 0.40 -0.32 0.001
H -3.844 5.785 3.450 -0.18 0.09 -0.55 0.000
H -4.446 4.308 4.081 0.41 -0.32 0.41 0.000
H -1.786 4.791 3.824 0.11 -0.73 0.50 0.000
H -1.997 4.425 2.178 -0.16 0.03 -0.17 0.001
H -2.792 2.399 4.294 -0.49 0.11 0.13 0.000
H -1.436 2.201 3.343 0.30 0.28 -0.54 0.000
C 0.148 0.818 -6.194 0.53 -1.05 0.50 0.021
C -0.446 -0.139 -5.082 -0.55 1.28 -0.72 0.011
C 0.299 -1.416 -4.735 0.38 -1.01 -1.26 0.019
C 0.198 -2.478 -5.803 -0.06 0.07 0.25 0.005
N 0.117 -3.313 -6.598 0.08 0.70 0.57 0.002
H 1.199 1.022 -5.990 0.17 -0.13 -0.02 0.017
H -0.280 1.804 -6.374 -0.64 -0.12 0.72 0.003
H 0.080 0.339 -7.170 0.16 -0.29 0.00 0.001
H -1.452 -0.403 -5.409 -0.07 -0.11 0.18 0.000
H -0.581 0.354 -4.120 0.05 0.44 -0.14 0.007
H -0.091 -1.840 -3.810 -0.20 -0.03 -0.08 0.003
H 1.367 -1.266 -4.572 0.09 0.25 0.00 0.021
C 2.272 -3.869 -2.685 0.51 0.19 0.32 0.017
C 3.244 -4.353 -1.610 0.49 0.32 -0.94 0.013
C 3.854 -5.739 -1.848 1.06 0.28 -0.40 0.011
C 4.687 -5.854 -3.095 -1.76 0.11 0.82 0.010
N 5.306 -5.941 -4.053 0.47 -0.04 -0.40 0.002
H 2.105 -2.805 -2.517 -0.70 -0.08 0.43 0.007
H 1.384 -4.495 -2.597 -0.29 0.41 -0.58 0.002
H 2.696 -3.810 -3.687 0.03 -0.84 -0.12 0.002
H 2.717 -4.351 -0.656 0.25 -0.02 0.14 0.003
H 4.071 -3.644 -1.589 0.03 0.11 0.40 0.008
H 3.090 -6.511 -1.751 0.27 -0.21 -0.35 0.003
H 4.647 -5.900 -1.118 -0.37 -0.23 0.65 0.006
C -6.648 -0.859 -2.856 0.16 -0.27 1.04 0.000
C -5.881 -0.672 -1.517 0.27 -0.72 -1.07 0.002
C -4.476 -0.093 -1.808 -1.21 0.61 0.80 0.002
C -3.625 -0.931 -2.591 1.90 -2.29 -2.24 0.002
N -2.922 -1.585 -3.261 -1.45 1.30 1.55 0.002
H -6.106 -1.589 -3.457 -0.05 0.17 -0.25 0.000
H -6.759 0.087 -3.386 0.11 -0.04 -0.06 0.000
H -7.642 -1.261 -2.662 -0.06 0.01 -0.06 0.000
H -5.699 -1.643 -1.056 -0.29 -0.21 0.02 0.001
H -6.479 -0.114 -0.797 0.42 0.44 -0.10 0.000
H -3.936 0.069 -0.874 -0.16 0.58 0.02 0.001
H -4.565 0.820 -2.397 0.12 0.23 0.49 0.000
C 1.457 -1.326 0.177 -2.08 -0.16 -1.15 0.041
C -0.122 -1.303 0.184 1.39 -0.24 1.47 0.006
C -0.759 -0.045 -0.374 0.29 0.45 0.12 0.014
C -0.400 1.155 0.442 0.64 1.83 1.37 0.019
N -0.090 2.092 1.086 -0.91 -2.56 -1.82 0.007
H 1.865 -0.374 0.518 0.21 -0.41 0.39 0.018
H 1.725 -1.446 -0.872 0.36 0.14 -0.06 0.017
H 1.759 -2.240 0.688 0.39 0.47 0.35 0.002
H -0.426 -1.367 1.228 -0.07 0.07 0.27 0.001
H -0.482 -2.253 -0.210 -0.23 0.43 -0.71 0.002
H -1.846 -0.132 -0.386 0.02 0.16 -0.07 0.001
H -0.408 0.154 -1.387 -0.10 0.03 -0.19 0.011
C -0.751 -4.630 1.112 0.45 0.41 0.42 0.007
C -1.851 -5.340 0.431 -1.69 -0.87 -0.68 0.005
C -3.021 -5.805 1.320 0.00 0.48 0.85 0.003
C -2.624 -6.513 2.559 0.10 -1.06 0.30 0.002
N -2.365 -7.147 3.495 -0.19 0.87 -0.98 0.001
H -0.014 -4.377 0.350 0.41 -0.17 0.31 0.002
H -0.365 -5.276 1.901 0.49 0.20 -0.04 0.002
H -1.057 -3.683 1.556 -0.16 -0.06 0.13 0.001
H -1.488 -6.227 -0.088 0.21 -0.02 -0.04 0.002
H -2.315 -4.718 -0.334 0.06 0.08 -0.15 0.001
H -3.760 -6.394 0.777 0.27 -0.29 -0.04 0.001
H -3.598 -4.952 1.679 0.07 0.32 -0.04 0.001
C 6.704 -3.786 3.354 0.14 0.19 0.28 0.007
C 7.277 -2.819 2.324 0.42 -0.31 0.75 0.008
C 6.297 -2.429 1.267 -0.18 0.06 -0.90 0.025
C 5.015 -1.928 1.728 -0.08 0.22 0.03 0.035
N 3.979 -1.533 2.020 -0.12 0.06 0.31 0.004
H 6.287 -4.722 2.983 0.20 0.03 -0.41 0.003
H 5.883 -3.291 3.873 0.03 0.02 0.18 0.001
H 7.483 -4.026 4.078 -0.12 -0.09 0.13 0.001
H 8.165 -3.203 1.821 -0.03 -0.28 -0.01 0.002
H 7.637 -1.939 2.857 -0.13 0.16 0.04 0.002
H 6.062 -3.300 0.654 0.04 -0.08 -0.19 0.004
H 6.741 -1.680 0.612 -0.12 0.05 -0.14 0.012
C -1.217 5.030 -4.081 -0.38 0.20 0.26 0.027
C -0.066 4.138 -3.633 0.57 0.77 0.03 0.063
C -0.260 3.342 -2.336 -0.93 -0.12 -0.24 0.061
C -1.488 2.523 -2.410 -0.73 -0.64 0.16 0.014
N -2.472 1.907 -2.445 1.44 0.93 -0.08 0.009
H -2.143 4.457 -4.027 -0.14 0.04 -0.40 0.000
H -1.043 5.416 -5.085 -0.06 -0.41 -0.24 0.006
H -1.411 5.948 -3.525 0.32 -0.13 0.61 0.010
H 0.833 4.731 -3.465 0.12 0.17 -0.05 0.038
H 0.171 3.533 -4.509 0.05 -0.60 0.39 0.007
H -0.373 3.972 -1.454 -0.20 0.39 -0.14 0.005
H 0.600 2.738 -2.050 0.17 -0.41 -0.40 0.072
C 1.405 5.261 1.855 0.66 0.94 0.14 0.033
C 0.425 5.651 0.752 -0.72 -0.87 0.59 0.030
C -0.168 7.063 0.834 0.72 0.11 0.99 0.029
C -0.880 7.378 2.125 -0.06 -0.27 -0.81 0.008
N -1.448 7.621 3.101 0.41 -0.17 -0.55 0.003
H 1.042 5.432 2.868 -0.42 -0.04 -0.02 0.001
H 2.258 5.934 1.766 0.27 0.10 0.06 0.007
H 1.835 4.260 1.834 -0.47 -0.13 -0.45 0.015
H -0.421 4.964 0.774 0.04 -0.25 -0.21 0.002
H 0.900 5.560 -0.225 0.03 -0.02 -0.03 0.026
H -0.777 7.224 -0.056 -0.35 0.19 0.31 0.013
H 0.680 7.746 0.777 -0.08 0.36 -0.01 0.008
```
Positions in Å, forces in eV/Å.